(1)
The following is a quantum chemistry calculation of a cluster of 11 separate species, C44H66O22 in total, from the OMol25 dataset.

Positions of all 132 atoms, in Å:
O1 -3.176 1.085 5.843
C1 -3.163 0.180 5.070
C2 -3.371 -1.289 5.421
C3 -3.122 -1.997 4.118
C4 -3.357 -0.956 3.035
O2 -3.147 0.301 3.716
H1 -2.711 -1.605 6.225
H2 -4.396 -1.324 5.798
H3 -2.118 -2.424 4.138
H4 -3.812 -2.845 4.146
H5 -2.689 -1.208 2.214
H6 -4.375 -1.034 2.657
O3 -0.197 -3.344 4.351
C5 -0.089 -3.759 3.238
C6 -1.230 -4.294 2.375
C7 -0.518 -4.923 1.200
C8 0.934 -4.372 1.255
O4 1.074 -3.766 2.570
H7 -1.805 -4.962 3.013
H8 -1.866 -3.426 2.190
H9 -0.372 -5.997 1.330
H10 -0.938 -4.792 0.205
H11 1.659 -5.173 1.231
H12 0.967 -3.647 0.451
O5 -0.799 6.235 2.387
C9 -0.660 5.095 2.731
C10 -0.057 4.580 4.042
C11 -0.414 3.117 3.979
C12 -0.650 2.802 2.527
O6 -1.070 4.062 1.993
H13 0.974 4.884 4.216
H14 -0.589 5.099 4.843
H15 0.374 2.557 4.494
H16 -1.275 2.817 4.582
H17 0.241 2.416 2.029
H18 -1.468 2.111 2.342
O7 -0.660 -0.037 1.162
C13 -0.292 -0.241 0.027
C14 -0.611 -1.482 -0.787
C15 -0.302 -0.983 -2.189
C16 0.836 -0.002 -1.932
O8 0.557 0.540 -0.609
H19 -0.013 -2.327 -0.448
H20 -1.667 -1.709 -0.644
H21 0.176 -1.684 -2.884
H22 -1.203 -0.569 -2.639
H23 1.847 -0.398 -1.909
H24 0.753 0.809 -2.659
O9 3.394 1.627 -3.214
C17 4.311 1.078 -2.694
C18 5.530 1.659 -1.994
C19 6.447 0.468 -1.775
C20 5.563 -0.756 -2.038
O10 4.473 -0.257 -2.824
H25 6.003 2.448 -2.568
H26 5.113 2.035 -1.058
H27 7.234 0.526 -2.531
H28 6.981 0.421 -0.827
H29 6.049 -1.662 -2.392
H30 5.035 -1.095 -1.140
O11 3.014 -2.360 -1.075
C21 2.766 -3.224 -1.851
C22 2.825 -3.255 -3.394
C23 1.926 -4.452 -3.705
C24 2.168 -5.359 -2.509
O12 2.436 -4.457 -1.437
H31 2.486 -2.286 -3.766
H32 3.851 -3.330 -3.756
H33 0.895 -4.141 -3.862
H34 2.313 -4.918 -4.612
H35 1.322 -5.987 -2.228
H36 3.036 -6.016 -2.599
O13 1.073 6.161 0.026
C25 1.768 5.229 0.301
C26 2.699 5.029 1.501
C27 2.915 3.493 1.421
C28 2.705 3.200 -0.048
O14 1.691 4.111 -0.461
H37 3.668 5.524 1.486
H38 2.211 5.368 2.411
H39 3.961 3.301 1.665
H40 2.217 2.932 2.031
H41 3.563 3.303 -0.706
H42 2.280 2.197 -0.100
O15 2.550 -0.610 7.089
C29 2.002 -0.388 6.049
C30 0.484 -0.317 5.742
C31 0.457 -0.290 4.223
C32 1.813 0.235 3.822
O16 2.650 0.021 4.965
H43 -0.066 -1.203 6.047
H44 0.147 0.590 6.248
H45 0.218 -1.332 4.005
H46 -0.370 0.291 3.812
H47 2.185 -0.334 2.965
H48 1.948 1.278 3.541
O17 -7.191 -0.489 1.045
C33 -6.536 -0.898 0.136
C34 -6.955 -1.447 -1.189
C35 -5.705 -1.438 -2.073
C36 -4.581 -1.294 -1.025
O18 -5.182 -0.849 0.186
H49 -7.467 -2.390 -0.977
H50 -7.765 -0.829 -1.581
H51 -5.556 -2.362 -2.631
H52 -5.713 -0.654 -2.826
H53 -4.125 -2.268 -0.839
H54 -3.800 -0.607 -1.346
O19 0.678 2.928 -3.632
C37 -0.103 3.613 -3.038
C38 -1.070 3.239 -1.905
C39 -1.875 4.520 -1.667
C40 -1.264 5.579 -2.588
O20 -0.395 4.855 -3.478
H55 -1.668 2.425 -2.318
H56 -0.573 2.964 -0.980
H57 -2.941 4.431 -1.858
H58 -1.700 4.823 -0.633
H59 -2.065 5.967 -3.219
H60 -0.699 6.404 -2.164
O21 1.482 0.311 -5.068
C41 0.568 -0.352 -5.437
C42 -0.880 0.001 -5.472
C43 -1.567 -1.360 -5.557
C44 -0.500 -2.307 -6.139
O22 0.756 -1.623 -5.893
H61 -1.188 0.573 -4.601
H62 -1.135 0.581 -6.361
H63 -1.916 -1.630 -4.556
H64 -2.501 -1.393 -6.120
H65 -0.465 -3.252 -5.604
H66 -0.556 -2.388 -7.222

As for the energy above the lowest of the compared OMol25 structures with the same formula, charge and spin: 166.5 kJ/mol. As for the energy: -3371.54327 a.u. For the HOMO energy, the calculation gives -9.59 eV. Its SMILES is O=C1CCCO1.O=C1CCCO1.O=C1CCCO1.O=C1CCCO1.O=C1CCCO1.O=C1CCCO1.O=C1CCCO1.O=C1CCCO1.O=C1CCCO1.O=C1CCCO1.O=C1CCCO1. The net charge is 0.

These are the Löwdin partial charges, in e, on atoms 1 to 6:
1. O 0.12
2. C -0.48
3. C -0.07
4. C -0.17
5. C -0.13
6. O 0.03

---

(2)
The following is a quantum chemistry calculation of the molecule C22H26N4O3S, from the OMol25 dataset.

Positions of all 56 atoms, in Å:
C1 3.672 6.295 -3.460
C2 3.246 4.956 -2.941
C3 3.021 4.759 -1.583
C4 2.651 3.520 -1.099
C5 2.492 2.442 -1.962
C6 2.071 1.103 -1.428
N1 0.833 1.220 -0.678
C7 0.595 0.510 0.436
O1 1.400 -0.278 0.898
C8 -0.757 0.801 1.099
N2 -1.564 -0.377 1.306
C9 -1.536 -1.084 2.517
C10 -0.391 -1.126 3.308
C11 -0.404 -1.802 4.515
C12 -1.541 -2.461 4.959
C13 -1.559 -3.192 6.267
C14 -2.679 -2.413 4.161
C15 -2.689 -1.724 2.963
S1 -2.239 -0.961 -0.111
O2 -2.832 0.171 -0.769
O3 -3.064 -2.091 0.182
C16 -0.861 -1.503 -1.068
C17 -0.403 -1.068 -2.333
C18 -1.016 -0.050 -3.225
N3 0.690 -1.731 -2.661
N4 0.934 -2.579 -1.655
C19 0.026 -2.488 -0.667
C20 0.066 -3.294 0.571
C21 2.710 2.635 -3.319
C22 3.087 3.876 -3.800
H1 3.243 7.097 -2.864
H2 3.371 6.424 -4.497
H3 4.758 6.384 -3.410
H4 3.140 5.588 -0.900
H5 2.482 3.380 -0.041
H6 1.950 0.383 -2.247
H7 2.814 0.704 -0.731
H8 0.108 1.795 -1.079
H9 -1.349 1.476 0.476
H10 -0.572 1.273 2.069
H11 0.516 -0.648 2.973
H12 0.494 -1.822 5.115
H13 -0.554 -3.302 6.665
H14 -2.159 -2.646 6.996
H15 -2.000 -4.180 6.149
H16 -3.579 -2.912 4.489
H17 -3.580 -1.690 2.360
H18 -1.421 -0.538 -4.110
H19 -0.270 0.670 -3.557
H20 -1.823 0.454 -2.702
H21 1.745 -3.177 -1.692
H22 0.672 -2.782 1.319
H23 0.502 -4.273 0.379
H24 -0.942 -3.411 0.962
H25 2.589 1.807 -4.002
H26 3.255 4.009 -4.859

As for the energy above the lowest of the compared OMol25 structures with the same formula, charge and spin: 225.5 kJ/mol. As for the energy: -1696.88879 a.u. For the HOMO energy, the calculation gives -8.30 eV. Its SMILES is Cc1ccc(CNC(=O)CN(c2ccc(C)cc2)S(=O)(=O)c2c(C)n[nH]c2C)cc1. The net charge is 0.

These are the natural (NBO) partial charges, in e, on atoms 1 to 6:
1. C -0.63
2. C -0.02
3. C -0.20
4. C -0.23
5. C 0.03
6. C -0.28

---

(3)
The following is a quantum chemistry calculation of a cluster of 2 separate species, C12H17N in total, from the OMol25 dataset.

Positions of all 30 atoms, in Å:
C1 0.704 -3.742 0.197
C2 -0.231 -2.484 0.500
C3 0.268 -1.274 -0.215
C4 0.094 -1.060 -1.575
N1 0.747 0.089 -2.035
C5 1.167 0.736 -0.900
C6 1.563 2.082 -0.771
C7 1.749 2.517 0.523
C8 1.907 1.683 1.615
C9 1.516 0.360 1.453
C10 0.996 -0.061 0.229
H1 0.160 -4.334 -0.550
H2 0.917 -4.226 1.109
H3 1.634 -3.356 -0.219
H4 -1.296 -2.378 0.242
H5 -0.269 -2.437 1.565
H6 -0.547 -1.772 -2.103
H7 0.979 0.175 -3.001
H8 1.569 2.759 -1.601
H9 1.886 3.574 0.663
H10 2.282 2.018 2.583
H11 1.461 -0.264 2.334
C11 -3.942 1.526 0.877
C12 -4.126 0.375 -0.084
H12 -3.687 2.371 0.225
H13 -4.705 1.776 1.601
H14 -2.882 1.403 1.364
H15 -5.042 0.419 -0.638
H16 -4.068 -0.615 0.351
H17 -3.411 0.319 -0.923

As for the energy above the lowest of the compared OMol25 structures with the same formula, charge and spin: 176.6 kJ/mol. As for the energy: -522.15300 a.u. For the HOMO energy, the calculation gives -7.71 eV. Its SMILES is CCc1c[nH]c2ccccc12.CC. The net charge is 0.

These are the natural (NBO) partial charges, in e, on atoms 1 to 6:
1. C -0.60
2. C -0.44
3. C -0.09
4. C -0.05
5. N -0.55
6. C 0.13

---

(4)
The following is a quantum chemistry calculation of the molecule C26H46F3IO5P2S, from the OMol25 dataset.

Positions of all 84 atoms, in Å:
C1 0.132 -1.720 -1.675
C2 -0.336 -0.734 -1.195
C3 -1.325 0.367 -0.727
C4 -0.854 1.717 -1.411
I1 -0.736 1.599 -3.611
C5 0.627 2.156 -0.979
C6 0.696 3.094 0.278
O1 -1.273 0.725 0.686
C7 -2.456 1.358 1.166
P1 -2.419 3.153 1.684
O2 -1.330 3.469 2.651
O3 -3.845 3.371 2.549
O4 -2.483 4.240 0.430
C8 -3.559 0.846 0.119
P2 -4.716 2.135 -0.602
S1 -6.557 1.475 -0.820
C9 -2.814 -0.174 -0.875
C10 -3.028 -1.681 -0.445
C11 -2.819 -2.024 1.089
C12 -1.425 -2.778 1.346
C13 -0.412 -1.938 2.217
C14 0.788 -2.879 2.690
C15 1.711 -3.357 1.510
C16 2.650 -2.198 0.943
C17 3.383 -2.673 -0.362
C18 4.542 -1.719 -0.863
C19 4.214 -0.172 -0.806
C20 5.486 0.580 -0.213
C21 5.152 1.947 0.506
C22 5.038 1.650 2.068
C23 4.047 2.689 2.756
C24 -3.575 -0.098 -2.270
C25 -3.200 -1.209 -3.327
O5 -2.952 -0.664 -4.638
C26 -4.299 -2.327 -3.550
F1 -4.228 -3.386 -2.687
F2 -4.054 -2.874 -4.810
F3 -5.581 -1.825 -3.651
H1 0.636 -2.600 -2.106
H2 -1.625 2.504 -1.214
H3 1.015 2.763 -1.848
H4 1.324 1.287 -0.876
H5 1.771 3.441 0.360
H6 0.080 4.021 0.214
H7 0.512 2.473 1.188
H8 -2.777 0.865 2.134
H9 -4.249 4.223 2.282
H10 -1.900 4.987 0.683
H11 -4.287 0.197 0.692
H12 -4.215 2.639 -1.853
H13 -4.837 3.297 0.227
H14 -4.107 -1.921 -0.681
H15 -2.424 -2.421 -1.029
H16 -2.989 -1.181 1.803
H17 -3.600 -2.802 1.341
H18 -1.651 -3.715 1.941
H19 -0.961 -3.143 0.392
H20 0.062 -1.175 1.550
H21 -0.953 -1.505 3.099
H22 1.434 -2.296 3.402
H23 0.393 -3.773 3.256
H24 2.428 -4.143 1.897
H25 1.140 -3.808 0.650
H26 1.927 -1.383 0.628
H27 3.324 -1.763 1.725
H28 3.873 -3.664 -0.108
H29 2.711 -2.881 -1.232
H30 5.508 -2.003 -0.355
H31 4.708 -1.970 -1.955
H32 3.256 0.089 -0.290
H33 4.111 0.209 -1.867
H34 6.232 0.659 -1.049
H35 5.932 -0.104 0.559
H36 6.059 2.609 0.358
H37 4.267 2.492 0.089
H38 4.670 0.586 2.177
H39 6.062 1.661 2.530
H40 3.249 2.130 3.312
H41 3.588 3.350 1.981
H42 4.657 3.297 3.481
H43 -3.511 0.888 -2.795
H44 -4.671 -0.247 -2.028
H45 -2.247 -1.747 -3.056
H46 -2.010 -0.761 -4.852

As for the energy: -3072.57150 a.u. For the HOMO energy, the calculation gives -8.84 eV. Its SMILES is C#C[C@]1([C@H](I)CC)O[C@@H](P(=O)(O)O)[C@@H]([PH2]=S)[C@@]1(CCCCCCCCCCCCCC)C[C@H](O)C(F)(F)F. The net charge is 0.

These are the Löwdin partial charges, in e, on atoms 1 to 6:
1. C 0.13
2. C -0.07
3. C -0.36
4. C -0.55
5. I 0.98
6. C -0.28